This record from OMol25 describes a structure of composition C37H29AsMnN6O8S. The level of theory is the ωB97M-V functional and the def2-TZVPD basis.

Element x y z (Å)
As  0.35  1.55  -0.56
Mn  -0.20  -0.23  0.98
S  1.98  -0.19  1.63
O  -3.82  1.37  -0.63
O  -0.68  -1.35  2.64
O  -6.42  -2.93  4.21
O  -1.77  -2.52  4.04
O  3.26  -1.77  -2.62
O  -5.84  0.62  -0.70
O  -2.12  0.09  0.86
O  -7.66  -2.04  2.69
N  -6.59  -2.26  3.21
N  2.54  -3.84  -1.93
N  4.56  -3.57  -3.03
N  -4.72  0.67  -0.23
N  -0.14  -1.90  -0.33
N  -1.75  -1.78  3.09
C  -0.63  4.14  -1.50
C  -0.57  3.24  -0.44
C  4.75  2.58  0.64
C  5.17  -5.73  -3.97
C  -5.56  -0.80  1.51
C  1.57  0.40  -4.39
C  3.43  -2.97  -2.53
C  1.30  -3.49  -1.39
C  0.39  1.19  -2.45
C  -5.40  -1.65  2.59
C  5.53  -6.77  -1.43
C  -1.25  5.37  -1.34
C  -1.10  -2.83  -0.26
C  -4.46  -0.23  0.94
C  -1.82  5.71  -0.12
C  -0.80  1.21  -3.18
C  -1.77  4.82  0.94
C  4.09  1.51  1.22
C  1.03  -2.21  -0.89
C  -3.05  -1.38  2.50
C  -4.16  -1.95  3.09
C  2.83  3.08  -0.68
C  2.16  2.00  -0.12
C  0.32  -4.46  -1.27
C  1.57  0.77  -3.05
C  -3.11  -0.46  1.40
C  -1.15  3.58  0.78
C  5.76  -7.59  -2.54
C  2.77  1.20  0.85
C  -0.79  0.84  -4.52
C  4.13  3.38  -0.31
C  5.58  -7.05  -3.81
C  4.95  -4.93  -2.86
C  0.39  0.44  -5.12
C  6.17  -9.03  -2.36
C  5.15  -5.45  -1.59
C  -0.90  -4.12  -0.71
H  5.33  -9.64  -2.02
H  6.96  -9.11  -1.61
H  2.49  0.06  -4.85
H  4.58  0.90  1.96
H  0.39  0.15  -6.17
H  -4.05  -2.62  3.93
H  4.65  4.22  -0.75
H  5.17  -2.93  -3.52
H  2.33  3.70  -1.42
H  -2.05  -2.53  0.16
H  5.00  -4.82  -0.72
H  5.68  -7.17  -0.44
H  -1.73  1.50  -2.71
H  5.75  -7.66  -4.68
H  -1.29  6.06  -2.17
H  0.50  -5.47  -1.62
H  -1.13  2.89  1.61
H  5.01  -5.32  -4.96
H  -0.19  3.88  -2.46
H  -2.21  5.08  1.89
H  -1.71  0.87  -5.08
H  5.77  2.80  0.95
H  2.70  -4.82  -2.07
H  -2.30  6.67  0.00
H  2.49  0.73  -2.48
H  -1.69  -4.86  -0.62
H  6.54  -9.45  -3.29
H  1.77  -1.43  -0.94
H  -6.54  -0.60  1.11

As for the total charge: 0. The value obtained for the orbital gap (spin up / spin down) is 6.0506 / 6.3266 eV. The expectation value of S² is 1.247. The largest force on an atom comes out at 0.755 eV Å⁻¹. As for the spin multiplicity: 2.